1.
The following is a quantum chemistry calculation of 12 unconnected molecules or ions with the total composition C28H84N12O16, from the Open Molecules 2025 dataset.

**LUMO**: -0.4 eV
**E_tot**: -81035.166 eV
**2S+1**: 1
**HOMO-LUMO gap**: 0.3043 Eh

Last column: Mulliken charge in e.
Geometry (Å):
C1 15.93316 19.42810 -7.35697  0.137
O1 15.53066 18.56781 -8.39009  0.211
C2 15.65612 19.05911 -9.73137  -1.161
C3 15.31964 17.76006 -10.54060  1.492
C4 15.87188 17.83047 -11.95643  -0.872
N1 13.87449 17.51127 -10.71733  -0.507
H1 16.99576 19.68116 -7.35401  0.567
H2 15.54623 18.89036 -6.48816  -0.806
H3 15.38811 20.38170 -7.31717  0.112
H4 14.89225 19.84347 -9.81059  0.189
H5 16.57939 19.58330 -9.99955  0.251
H6 15.75786 16.89842 -10.03710  -0.711
H7 16.96492 17.78486 -11.95163  0.001
H8 15.76056 18.82647 -12.40014  0.051
H9 15.43913 17.10401 -12.63871  0.463
H10 13.41130 17.71814 -9.84084  0.052
H11 13.57600 18.26491 -11.33548  0.350
C5 18.19670 16.97439 -6.33728  0.456
O2 18.57140 16.24968 -5.15869  -0.369
C6 19.44194 15.17416 -5.44991  -0.555
C7 20.08634 14.68466 -4.17826  0.610
C8 20.95751 15.73400 -3.45704  -1.476
N2 20.99923 13.57714 -4.52536  -0.781
H12 19.01126 17.47980 -6.85843  0.519
H13 17.42283 17.68521 -6.04911  -0.498
H14 17.71411 16.32002 -7.06949  -0.111
H15 18.98026 14.37892 -6.04740  0.006
H16 20.22456 15.48873 -6.15230  0.364
H17 19.42118 14.31353 -3.39224  0.354
H18 20.41221 16.67600 -3.58451  0.271
H19 21.90797 15.93133 -3.95369  0.373
H20 21.08171 15.60626 -2.38389  0.370
H21 20.43200 12.82907 -4.92452  0.247
H22 21.24695 13.16482 -3.62923  0.300
C9 18.03785 16.07962 -15.68342  -0.552
O3 19.14743 16.52963 -16.41941  -0.393
C10 20.39465 16.18058 -15.85060  -0.140
C11 21.68531 16.66566 -16.53879  0.318
C12 21.70661 18.19401 -16.75320  -1.247
N3 21.97940 16.10152 -17.84026  -0.774
H23 17.04076 16.20873 -16.10471  0.403
H24 17.92522 16.53062 -14.68993  0.051
H25 18.12068 14.99446 -15.54680  0.378
H26 20.44261 16.45439 -14.79407  -0.196
H27 20.36813 15.08379 -15.91080  0.451
H28 22.52477 16.35600 -15.90387  0.357
H29 22.13374 18.48656 -15.78329  0.312
H30 20.73147 18.67379 -16.64471  0.268
H31 22.21272 18.59023 -17.62516  0.354
H32 22.97505 16.15893 -18.01591  0.252
H33 21.79137 15.10071 -17.84761  0.221
C13 13.14847 22.52003 -3.70737  -0.642
O4 13.20823 21.28926 -3.02932  -0.354
C14 14.40315 21.06139 -2.32895  -1.128
C15 15.67935 21.01535 -3.19101  0.265
C16 15.62895 20.00347 -4.36078  -0.144
N4 16.72618 20.55232 -2.26972  -0.740
H34 13.30083 23.34128 -3.00008  0.351
H35 12.15925 22.75714 -4.10931  0.288
H36 13.74975 22.61690 -4.61565  0.116
H37 14.47930 21.91396 -1.63806  0.461
H38 14.27750 20.18741 -1.69214  0.310
H39 16.01395 21.89763 -3.73940  0.449
H40 16.59555 19.86276 -4.84753  0.137
H41 14.83087 20.32488 -5.03959  0.106
H42 15.33108 18.96990 -4.15890  -0.093
H43 17.63266 20.91568 -2.53343  0.311
H44 16.75536 19.54829 -2.40602  0.298
N5 13.22929 20.98605 -13.04326  -0.284
C17 14.12440 20.59490 -13.96363  0.511
N6 15.34606 21.16555 -13.85196  -0.287
O5 13.85009 19.94648 -14.97987  -0.714
H45 13.42594 21.62949 -12.29435  0.176
H46 12.25430 20.79569 -13.19595  0.191
H47 15.47751 21.62175 -12.96476  0.340
H48 15.81318 21.48437 -14.67862  0.210
N7 19.41655 18.20411 -10.80502  -0.377
C18 19.83509 16.91311 -10.90899  0.433
N8 19.99477 16.52873 -12.22484  -0.319
O6 19.71656 16.15335 -9.94889  -0.656
H49 19.32072 18.82212 -11.58441  0.293
H50 18.87014 18.20508 -9.95360  0.153
H51 19.71921 17.22951 -12.87777  0.119
H52 19.94372 15.52257 -12.27212  0.215
N9 15.47683 22.82439 -8.92252  -0.254
C19 15.83225 22.91538 -10.20278  0.559
N10 16.87113 23.79209 -10.37388  -0.434
O7 15.29081 22.37675 -11.16110  -0.641
H53 15.97718 23.13757 -8.11372  0.075
H54 14.56917 22.43291 -8.72348  0.205
H55 17.29035 23.87282 -11.28399  0.217
H56 17.40330 24.17612 -9.61449  0.147
N11 10.94129 19.61329 -6.43168  -0.439
C20 12.03240 18.79980 -6.59842  0.436
N12 12.50169 18.85097 -7.89859  -0.322
O8 12.60315 18.21057 -5.70696  -0.583
H57 10.61318 20.02547 -7.28347  0.146
H58 10.57929 19.86100 -5.52988  0.240
H59 11.84547 18.86757 -8.65943  0.251
H60 13.46075 18.61479 -8.10554  0.022
O9 12.83598 15.87486 -3.90160  -0.573
C21 14.08195 16.08234 -3.28600  -0.807
C22 15.31269 16.29970 -4.16575  1.276
O10 16.54828 16.25261 -3.49052  -0.659
H61 12.69921 16.65486 -4.45521  0.454
H62 14.00699 17.00498 -2.68643  0.204
H63 14.22475 15.26069 -2.58499  0.427
H64 15.15408 17.04703 -4.94575  -0.772
H65 15.25794 15.30343 -4.64012  0.098
H66 17.24748 16.31022 -4.18070  0.626
O11 13.94477 14.32993 -15.02760  -0.529
C23 14.80085 14.11569 -13.91391  0.018
C24 13.89781 14.23408 -12.66315  -0.538
O12 14.55792 14.82741 -11.57620  -0.300
H67 13.83667 13.46739 -15.43581  0.311
H68 15.20106 13.09989 -13.90436  0.422
H69 15.57018 14.88982 -13.88432  -0.103
H70 13.54258 13.22946 -12.40351  0.302
H71 12.96800 14.80295 -12.76584  0.350
H72 14.35101 15.77209 -11.50156  0.190
O13 19.73751 24.45624 -5.72667  -0.526
C25 19.59118 23.17499 -5.09002  -0.608
C26 19.09530 22.05331 -5.97562  -0.335
O14 17.66615 22.07364 -5.97463  -0.300
H73 20.35143 24.94167 -5.17140  0.301
H74 20.59062 22.84823 -4.76912  0.402
H75 19.06696 23.46647 -4.17553  0.300
H76 19.39383 21.09823 -5.54000  0.266
H77 19.57484 22.07418 -6.95945  0.351
H78 17.50624 22.98689 -6.24267  0.173
O15 18.33756 14.56902 -7.89718  -0.294
C27 16.98131 14.16072 -8.12455  -0.051
C28 16.84980 13.11140 -9.25216  -0.410
O16 17.87004 12.10899 -9.02036  -0.528
H79 18.59661 15.16091 -8.61819  0.168
H80 16.70248 13.75853 -7.14995  0.317
H81 16.35843 15.03696 -8.31780  -0.070
H82 17.07398 13.72404 -10.13037  0.120
H83 15.98073 12.45606 -9.28216  0.429
H84 17.65419 11.43196 -9.66775  0.314



2.
The following is a quantum chemistry calculation of C5H8O in the gas phase, from the Open Molecules 2025 dataset.

**LUMO**: 1.0 eV
**E_tot**: -7359.876 eV
**2S+1**: 1
**HOMO-LUMO gap**: 0.3832 Eh

Last column: Mulliken charge in e.
Geometry (Å):
C1 2.57138 0.54059 -0.48562  -1.063
C2 1.38655 -0.28820 -0.28328  0.585
C3 0.23668 -0.64526 -0.35120  -0.571
C4 -1.19720 -0.50058 -0.61697  -0.234
C5 -1.99516 -0.10428 0.64096  -0.466
O1 -1.26892 0.69151 1.54391  -0.492
H1 2.18525 1.43347 -0.98776  0.271
H2 3.04167 0.85986 0.44555  0.300
H3 3.31314 0.07888 -1.13940  0.297
H4 -1.22849 0.31996 -1.34458  0.215
H5 -1.64494 -1.37753 -1.09417  0.305
H6 -2.85044 0.50444 0.33295  0.280
H7 -2.37993 -1.01137 1.12844  0.263
H8 -0.44018 0.22763 1.73277  0.308



3.
The following is a quantum chemistry calculation of 2 unconnected molecules or ions with the total composition C3H4FI, from the Open Molecules 2025 dataset.

**LUMO**: -0.2 eV
**E_tot**: -13990.492 eV
**2S+1**: 1
**HOMO-LUMO gap**: 0.3648 Eh

Last column: Mulliken charge in e.
Geometry (Å):
C1 -0.51186 -0.12879 0.75119  -0.484
C2 -0.41988 -0.28291 -0.80759  -0.588
C3 0.71829 0.14983 0.01077  0.347
F1 0.69119 2.02489 -0.12851  -0.496
I1 2.59772 -0.59088 0.03632  0.214
H1 -0.98473 0.81031 1.27838  0.219
H2 -0.51403 -0.92974 1.44362  0.284
H3 -0.58700 -1.37954 -1.17037  0.229
H4 -0.98970 0.32682 -1.41382  0.276



4.
The following is a quantum chemistry calculation of a molecular structure, C35H33ClN4S2Si2Yb, from the Open Molecules 2025 dataset.

**LUMO (spin up / spin down)**: -2.9 / -3.8 eV
**Charge**: +1
**E_tot**: -124264.093 eV
**2S+1**: 2
**HOMO-LUMO gap (spin up / spin down)**: 0.2517 / 0.2371 Eh

Last column: Mulliken spin population.
Geometry (Å):
C1 2.43140 -2.66538 3.35665  0.000
C2 2.65425 -3.32250 2.11668  0.000
C3 3.60313 -2.55501 1.38193  -0.006
H1 2.25955 -4.29852 1.83573  0.000
C4 3.96584 -1.42636 2.17110  0.008
C5 3.24149 -1.50692 3.39525  -0.002
H2 3.37492 -0.85658 4.25723  0.001
H3 1.82892 -3.05193 4.17710  0.000
H4 4.03034 -2.82990 0.41741  0.000
H5 4.71849 -0.67449 1.92675  0.000
Yb1 1.48827 -0.99508 1.47495  -0.002
Si1 1.03258 0.52002 -1.58916  0.108
C6 -0.38585 0.19758 -2.84073  0.043
C7 -1.24738 1.25864 -3.12926  0.003
H6 -1.18914 2.18261 -2.54681  -0.004
C8 -2.15732 1.18015 -4.18380  0.004
H7 -2.81331 2.02315 -4.38426  0.000
C9 -2.21710 0.03810 -4.97582  0.001
H8 -2.91515 -0.01596 -5.81178  0.000
C10 -1.38192 -1.03562 -4.67595  0.001
H9 -1.42972 -1.93974 -5.27989  0.001
C11 -0.48170 -0.96832 -3.60628  0.002
H10 0.17251 -1.81680 -3.38719  0.001
C12 1.79396 1.98148 -2.57019  0.012
C13 1.97317 1.88435 -3.96702  0.002
H11 1.84923 0.91859 -4.46463  0.000
C14 2.22954 3.01151 -4.76047  0.001
H12 2.32983 2.90858 -5.84600  0.000
C15 2.32289 4.27762 -4.16574  0.000
H13 2.44421 5.17134 -4.77845  0.000
C16 2.22888 4.38737 -2.77489  -0.003
H14 2.29323 5.36403 -2.28043  0.000
C17 2.00249 3.24577 -1.99422  -0.018
H15 1.93685 3.37802 -0.91533  -0.001
H16 1.89508 -0.67565 -1.66371  -0.005
Si2 -2.85653 1.16164 0.20521  0.002
C18 -1.02529 1.60899 0.43104  0.274
C19 0.11102 0.71499 0.05400  -0.057
H17 -0.19762 -0.35637 0.20993  0.041
C20 1.48157 1.18823 0.35007  0.496
H18 2.43515 0.58530 0.24995  -0.015
C21 1.65298 2.38116 1.11042  -0.085
H19 2.67574 2.72503 1.29779  -0.004
C22 0.56788 3.12176 1.52521  0.267
H20 0.72667 4.02036 2.13474  -0.009
C23 -0.73730 2.72491 1.19725  -0.073
H21 -1.57364 3.30129 1.60096  0.004
C24 -3.08733 -0.47421 -0.67087  0.003
C25 -2.44854 -1.65986 -0.30303  0.000
H22 -1.85945 -1.68043 0.61147  -0.008
C26 -2.57787 -2.82449 -1.05937  0.002
H23 -2.01511 -3.72042 -0.78134  0.000
C27 -3.43018 -2.83226 -2.16574  0.000
H24 -3.54528 -3.74427 -2.75666  0.000
C28 -4.11319 -1.66730 -2.51294  0.000
H25 -4.75112 -1.64403 -3.39934  0.000
C29 -3.95181 -0.49741 -1.77015  -0.001
H26 -4.46841 0.42056 -2.06400  0.000
H27 -3.56183 2.16366 -0.47411  0.004
Cl1 -3.68866 0.96779 2.10045  0.005
N1 -0.64352 -4.00761 1.10215  0.001
C30 -1.04204 -3.22619 2.13823  0.002
N2 -0.45083 -2.07722 2.45713  -0.003
C31 -1.04855 -1.52503 3.60234  0.007
C32 -2.11387 -2.26221 4.08464  -0.002
S1 -2.46465 -3.61821 3.08505  0.000
C33 -0.43080 -0.35633 4.17410  -0.002
C34 -0.84971 0.34405 5.29963  0.001
S2 0.30676 1.51889 5.78229  0.000
C35 1.28141 1.05956 4.38836  -0.013
N3 0.77883 0.09965 3.62610  0.011
N4 2.47678 1.66765 4.22005  0.005
H28 -1.12834 -4.90574 1.03984  0.000
H29 0.33972 -3.98471 0.84603  0.000
H30 -2.65531 -2.01062 4.99336  0.000
H31 -1.78378 0.15056 5.81195  0.000
H32 2.73715 2.35791 4.90927  0.001
H33 3.04644 1.49681 3.39978  0.004



5.
The following is a quantum chemistry calculation of 9 unconnected molecules or ions with the total composition C17H48Cl4O8, from the Open Molecules 2025 dataset.

**LUMO**: 0.2 eV
**E_tot**: -84875.504 eV
**2S+1**: 1
**HOMO-LUMO gap**: 0.3615 Eh

Last column: Mulliken charge in e.
Geometry (Å):
Cl1 -1.25429 -3.41932 -0.87427  0.027
C1 -0.32365 -4.58477 0.09687  0.154
Cl2 -0.36555 -6.19620 -0.68195  -0.104
Cl3 1.36052 -4.11546 0.31487  -0.024
Cl4 -1.10621 -4.65203 1.70073  -0.120
C2 -2.87234 1.71163 3.94918  -0.601
C3 -2.59557 0.35278 4.57029  -0.298
O1 -1.22561 0.39147 5.00218  -0.531
H1 -3.86529 1.67741 3.49610  0.284
H2 -2.12699 1.96494 3.19862  -0.132
H3 -2.85741 2.52530 4.67695  0.377
H4 -2.73668 -0.43785 3.81927  0.200
H5 -3.23862 0.05275 5.40468  0.388
H6 -1.00567 -0.55077 4.96500  0.310
C4 -0.55748 1.09071 -3.95886  -0.468
C5 -1.48149 -0.09407 -4.23257  -0.459
O2 -1.47727 -1.01175 -3.14887  -0.320
H7 0.36793 0.66781 -3.60927  0.162
H8 -1.02525 1.66794 -3.14609  -0.072
H9 -0.45842 1.77582 -4.81511  0.379
H10 -1.05453 -0.62918 -5.07318  0.315
H11 -2.49665 0.20740 -4.44744  0.341
H12 -2.03840 -0.62078 -2.42152  0.270
C6 3.32624 2.74432 1.63135  -1.124
C7 2.64183 2.06944 2.79821  -0.172
O3 1.22097 2.41598 2.74069  -0.570
H13 3.10712 3.81506 1.68059  0.372
H14 2.94114 2.34176 0.69009  0.209
H15 4.36994 2.55532 1.78055  0.384
H16 3.03263 2.43127 3.75446  0.431
H17 2.73364 0.97709 2.70698  0.212
H18 0.76669 1.99973 3.49027  0.236
C8 -4.76690 0.22170 0.46607  -1.006
C9 -4.41727 0.04036 -0.98262  -0.374
O4 -3.05034 0.22575 -1.29090  -0.221
H19 -4.61575 1.22919 0.85088  0.229
H20 -4.18355 -0.52231 1.01526  0.173
H21 -5.82151 -0.04111 0.60636  0.460
H22 -4.94983 0.72383 -1.64796  0.314
H23 -4.65297 -0.98302 -1.29683  0.370
H24 -2.74594 1.13036 -1.10686  0.220
C10 2.86820 -3.68555 -3.63226  -0.888
C11 1.37020 -3.31173 -3.62122  -0.049
O5 1.21927 -2.19499 -2.79884  -0.188
H25 2.96924 -4.74372 -3.93792  0.352
H26 3.30866 -3.60804 -2.62384  -0.015
H27 3.42241 -3.00282 -4.29066  0.302
H28 0.80093 -4.15886 -3.21076  0.203
H29 1.06263 -3.08444 -4.64194  0.288
H30 0.26912 -1.96792 -2.72618  0.032
C12 4.71540 -1.33008 0.86973  -0.648
C13 5.06012 -2.44463 -0.08844  -0.130
O6 5.45204 -2.04427 -1.36389  -0.551
H31 4.57999 -1.69448 1.88741  0.386
H32 3.86507 -0.73379 0.53436  -0.060
H33 5.55571 -0.63847 0.88620  0.336
H34 4.21685 -3.11224 -0.25195  -0.017
H35 5.88724 -3.00136 0.33878  0.352
H36 4.66271 -1.78255 -1.86223  0.325
C14 -0.90275 4.83990 -0.46509  -1.133
C15 -1.85346 3.81823 0.14851  -0.258
O7 -1.76993 2.58825 -0.57951  -0.414
H37 0.12131 4.49578 -0.35549  0.261
H38 -0.90370 5.91349 -0.12829  0.354
H39 -1.13845 4.84531 -1.52592  0.289
H40 -2.86522 4.21975 0.16703  0.431
H41 -1.56388 3.70641 1.18720  0.085
H42 -0.87453 2.27841 -0.46639  0.221
C16 -0.59480 -0.57589 1.68558  0.155
C17 0.38530 -0.23496 0.58302  0.752
O8 0.42397 1.16408 0.31388  -0.545
H43 -0.30891 0.06781 2.53511  0.033
H44 -0.52461 -1.65650 1.91291  0.178
H45 -1.64305 -0.41143 1.33722  -0.218
H46 0.13915 -0.69766 -0.37571  -0.297
H47 1.41334 -0.59781 0.74643  -0.391
H48 0.67325 1.62825 1.14094  0.245